Entry 1:
ORCA calculation (the ωB97M-V functional and the def2-TZVPD basis) on a molecular structure, C50H39InN5O.

The charge is +1. As for the HOMO energy (alpha / beta): -9.536 / -9.536 eV. Its orbital gap (alpha / beta) is 5.738 / 5.738 eV.

Positions of all 96 atoms, in Å:
In (-0.1971, 0.3713, 0.2615)
C (5.5179, -2.9586, 4.0155)
C (4.8024, -1.9689, 4.6712)
C (3.7611, -1.3270, 4.0576)
C (3.3999, -1.6979, 2.7505)
C (4.0573, -2.6937, 2.0891)
C (5.1489, -3.3198, 2.7277)
C (2.2800, -0.9794, 2.0326)
C (2.6437, -0.0525, 1.0492)
C (4.0317, 0.2570, 0.7733)
C (4.0505, 1.1366, -0.2912)
C (2.6341, 1.4100, -0.6094)
N (1.8190, 0.6113, 0.2266)
C (2.1197, 2.2494, -1.5993)
C (0.7245, 2.4072, -1.9641)
C (0.1919, 3.2187, -3.0346)
C (-1.1622, 3.0526, -3.0182)
C (-1.4893, 2.2223, -1.8832)
C (-2.7834, 1.8739, -1.4156)
C (-3.8761, 2.1807, -2.3679)
C (-4.4263, 1.1801, -3.1459)
C (-5.4331, 1.5329, -4.0141)
C (-5.9484, 2.8578, -4.0124)
C (-5.4754, 3.8251, -3.1210)
C (-4.3998, 3.4687, -2.3053)
C (-3.1353, 1.3042, -0.1841)
N (-2.2375, 0.7142, 0.6998)
C (-2.9649, 0.3014, 1.7707)
C (-2.5249, -0.4915, 2.8403)
C (-3.4062, -0.6848, 4.0161)
C (-3.6490, 0.3572, 4.9653)
C (-4.5853, 0.1437, 5.9545)
C (-5.2842, -1.0492, 6.1288)
C (-5.0385, -2.0690, 5.1958)
C (-4.0995, -1.8834, 4.1952)
C (-1.2040, -0.9692, 2.8935)
C (-0.6698, -1.9568, 3.7711)
C (0.6424, -2.0929, 3.6227)
C (1.0137, -1.2079, 2.5269)
N (-0.1360, -0.5873, 2.0978)
C (-4.3707, 0.5740, 1.5306)
C (-4.4935, 1.1816, 0.3212)
N (-0.3088, 1.8493, -1.2789)
C (3.1365, 3.0515, -2.3556)
C (3.3064, 4.3788, -1.9510)
C (4.2258, 5.1403, -2.6193)
C (4.9030, 4.6535, -3.7679)
C (4.6429, 3.3942, -4.2136)
C (3.8165, 2.6013, -3.4661)
H (6.3093, -3.4690, 4.4915)
H (5.0093, -1.7210, 5.6639)
H (3.1540, -0.5829, 4.4941)
H (3.8063, -2.8999, 1.0328)
H (5.5564, -4.1324, 2.1410)
H (4.8298, -0.1728, 1.3420)
H (4.9487, 1.6462, -0.6672)
H (0.9053, 3.7844, -3.7383)
H (-1.8255, 3.2465, -3.8280)
H (-4.0427, 0.1892, -3.1489)
H (-5.9025, 0.7311, -4.5817)
H (-6.6590, 3.1413, -4.7547)
H (-5.8732, 4.8623, -3.0930)
H (-4.0533, 4.1215, -1.5224)
H (-3.0120, 1.2491, 4.8914)
H (-4.7518, 0.9198, 6.7020)
H (-5.8701, -1.2159, 7.0100)
H (-5.4593, -3.0390, 5.3175)
H (-3.9236, -2.7693, 3.5462)
H (-1.2080, -2.5415, 4.4893)
H (1.3548, -2.7953, 4.0372)
H (-5.1080, 0.3197, 2.2616)
H (-5.4194, 1.5495, -0.0999)
H (2.8294, 4.7760, -1.0834)
H (4.5373, 6.1035, -2.2476)
H (5.6987, 5.3344, -4.1943)
H (5.2716, 2.9933, -5.0499)
H (3.6393, 1.5316, -3.7713)
O (-0.4449, -1.3256, -0.9881)
C (-0.0851, -1.7798, -2.1150)
C (1.1866, -1.2396, -2.8119)
C (2.2240, -2.4227, -2.6432)
C (1.8783, -3.4312, -1.4516)
C (0.7937, -4.5255, -1.8032)
C (-0.6386, -4.0235, -1.7256)
N (-0.7222, -2.8274, -2.6286)
H (1.4921, -0.3820, -2.2528)
H (0.9795, -1.0534, -3.8688)
H (3.1942, -1.9776, -2.3873)
H (2.2793, -2.9501, -3.5599)
H (1.6162, -2.8851, -0.4803)
H (2.7629, -3.9751, -1.2661)
H (0.8964, -5.4314, -1.1450)
H (0.9114, -4.9835, -2.7985)
H (-0.8852, -3.6817, -0.7068)
H (-1.3933, -4.7176, -2.0114)
H (-0.3575, -3.0585, -3.5625)

Entry 2:
ORCA calculation (the ωB97M-V functional and the def2-TZVPD basis) on a molecular structure, C50H39O6OsP2S3Se.

The charge is +1. As for the HOMO energy: -10.800 eV. Its orbital gap is 6.266 eV. The calculation puts the relative energy (zero: lowest compared OMol25 entry of this formula, charge and spin) at 0.0 kJ/mol.

Positions of all 102 atoms, in Å:
Os (0.8993, 1.5157, -0.3327)
O (0.9479, 1.3625, 2.9899)
S (1.0332, 0.4649, 1.8441)
C (-0.1422, -0.8429, 2.0611)
C (0.2782, -2.0504, 2.5733)
C (-0.6183, -3.0740, 2.9332)
C (-1.9563, -2.8274, 2.8143)
C (-3.1573, -3.6760, 3.1426)
C (-4.3767, -2.7408, 2.9268)
C (-3.7853, -1.4498, 2.4222)
C (-4.3577, -0.2455, 2.1228)
C (-3.5233, 0.7847, 1.6510)
C (-2.1564, 0.6552, 1.4715)
P (-1.2940, 2.0391, 0.6731)
C (-2.5384, 2.7030, -0.5111)
C (-2.4558, 4.0465, -0.8802)
C (-3.3449, 4.5854, -1.7950)
C (-4.3423, 3.7970, -2.3513)
C (-4.4384, 2.4659, -1.9860)
C (-3.5385, 1.9205, -1.0812)
C (-1.1365, 3.3201, 1.9527)
C (-1.6770, 3.1071, 3.2194)
C (-1.5931, 4.0927, 4.1891)
C (-0.9664, 5.2964, 3.9064)
C (-0.4165, 5.5110, 2.6514)
C (-0.4934, 4.5276, 1.6797)
C (-1.5293, -0.5470, 1.9157)
C (-2.3863, -1.5715, 2.3410)
C (2.5509, -0.4169, 1.8391)
C (3.3740, -0.1685, 2.9051)
C (4.5825, -0.8756, 3.0823)
C (4.8930, -1.8452, 2.1749)
C (6.0711, -2.7836, 2.0912)
C (5.8010, -3.6575, 0.8375)
C (4.5230, -3.1103, 0.2547)
C (3.8203, -3.4442, -0.8689)
C (2.6757, -2.6899, -1.1854)
C (2.1816, -1.6542, -0.4078)
P (0.7851, -0.6999, -1.1273)
C (1.1485, -0.8567, -2.9015)
C (0.4152, -1.6859, -3.7424)
C (0.8218, -1.8711, -5.0576)
C (1.9617, -1.2366, -5.5283)
C (2.6872, -0.3941, -4.6931)
C (2.2813, -0.1984, -3.3838)
C (-0.6928, -1.7209, -0.8780)
C (-0.6488, -3.0386, -0.4373)
C (-1.8263, -3.7632, -0.3038)
C (-3.0458, -3.1815, -0.6186)
C (-3.0910, -1.8664, -1.0646)
C (-1.9180, -1.1397, -1.1896)
C (2.8647, -1.3520, 0.8119)
C (4.0379, -2.0744, 1.0711)
H (1.3350, -2.2264, 2.7146)
H (-0.2352, -4.0094, 3.3192)
H (-3.1060, -4.0587, 4.1619)
H (-3.1959, -4.5435, 2.4810)
H (-4.9272, -2.5750, 3.8536)
H (-5.0864, -3.1526, 2.2083)
H (-5.4203, -0.0684, 2.2267)
H (-3.9928, 1.7253, 1.3950)
H (-1.7048, 4.6930, -0.4533)
H (-3.2629, 5.6308, -2.0616)
H (-5.0420, 4.2220, -3.0586)
H (-5.2135, 1.8401, -2.4077)
H (-3.6431, 0.8821, -0.8109)
H (-2.1487, 2.1665, 3.4666)
H (-2.0098, 3.9120, 5.1710)
H (-0.8956, 6.0625, 4.6672)
H (0.0929, 6.4392, 2.4304)
H (-0.0099, 4.6963, 0.7288)
H (3.0762, 0.5909, 3.6166)
H (5.2196, -0.6453, 3.9252)
H (6.1619, -3.3835, 2.9969)
H (6.9984, -2.2176, 1.9935)
H (5.6845, -4.7107, 1.0972)
H (6.6158, -3.5997, 0.1154)
H (4.1383, -4.2372, -1.5332)
H (2.1745, -2.9245, -2.1161)
H (-0.4668, -2.1958, -3.3758)
H (0.2507, -2.5192, -5.7093)
H (2.2849, -1.3937, -6.5494)
H (3.5728, 0.1075, -5.0611)
H (2.8570, 0.4471, -2.7274)
H (0.2974, -3.4980, -0.1825)
H (-1.7859, -4.7887, 0.0409)
H (-3.9600, -3.7541, -0.5247)
H (-4.0403, -1.4126, -1.3228)
H (-1.9429, -0.1224, -1.5594)
C (0.6194, 2.2542, -5.8906)
O (0.8401, 2.4843, -4.4839)
C (-0.0703, 2.0652, -3.6371)
S (-1.4520, 1.2880, -3.9459)
S (0.3629, 2.7596, -2.0386)
H (1.5093, 2.6366, -6.3791)
H (-0.2689, 2.7963, -6.2096)
H (0.4929, 1.1905, -6.0743)
O (4.0555, 2.6381, 1.7133)
Se (3.3590, 2.8630, 0.3006)
O (4.1371, 3.6062, -0.8688)
O (2.8239, 1.2667, -0.2962)
O (1.7332, 3.3283, 0.4298)

Entry 3:
ORCA calculation (the ωB97M-V functional and the def2-TZVPD basis) on a molecular structure, C50H40AuCl2O5P2Si.

The charge is +1. As for the HOMO energy: -10.907 eV. Its orbital gap is 7.232 eV. The calculation puts the relative energy (zero: lowest compared OMol25 entry of this formula, charge and spin) at 0.0 kJ/mol.

Positions of all 101 atoms, in Å:
Au (0.2604, 0.1749, 0.6878)
Cl (-2.4644, -5.7163, 3.8661)
C (-1.5409, -4.4628, 3.1214)
C (-0.1799, -4.6870, 2.8462)
C (0.5863, -3.7210, 2.2558)
Cl (2.2520, -4.0301, 1.9316)
C (0.0480, -2.4574, 1.8911)
O (0.8442, -1.6035, 1.3313)
C (-1.3295, -2.2516, 2.1809)
C (-2.0084, -1.0441, 1.9087)
O (-1.5917, 0.0007, 1.3505)
C (-2.1041, -3.2689, 2.8004)
H (0.2692, -5.6361, 3.1062)
H (-3.0527, -0.9777, 2.2211)
H (-3.1489, -3.0831, 3.0121)
O (2.1235, 0.5010, 0.1210)
P (2.8316, 0.7073, -1.2156)
C (1.7168, 0.6687, -2.6255)
P (0.5586, -0.7483, -2.7367)
O (-0.2837, -0.8909, -1.5145)
C (-0.4033, -0.3700, -4.2045)
C (0.1466, 0.1530, -5.3743)
C (-0.6680, 0.4342, -6.4583)
C (-2.0346, 0.2005, -6.3767)
C (-2.5874, -0.3095, -5.2115)
C (-1.7753, -0.5939, -4.1236)
C (1.5523, -2.2158, -3.0284)
C (1.4573, -3.2506, -2.1040)
C (2.2005, -4.4085, -2.2845)
C (3.0405, -4.5295, -3.3802)
C (3.1389, -3.4967, -4.3051)
C (2.3921, -2.3443, -4.1338)
C (4.0871, -0.5474, -1.3950)
C (5.0285, -0.4314, -2.4179)
C (6.0059, -1.3991, -2.5622)
C (6.0460, -2.4760, -1.6837)
C (5.1133, -2.5856, -0.6640)
C (4.1286, -1.6198, -0.5120)
C (3.6012, 2.3191, -1.1940)
C (3.8055, 3.0637, -2.3538)
C (4.4005, 4.3128, -2.2745)
C (4.7717, 4.8262, -1.0397)
C (4.5653, 4.0876, 0.1182)
C (3.9901, 2.8305, 0.0442)
H (2.3238, 0.7229, -3.5332)
H (1.0920, 1.5705, -2.5698)
H (1.2083, 0.3547, -5.4513)
H (-0.2391, 0.8404, -7.3644)
H (-2.6700, 0.4227, -7.2237)
H (-3.6531, -0.4825, -5.1466)
H (-2.1977, -0.9736, -3.2024)
H (0.8028, -3.1380, -1.2490)
H (2.1251, -5.2140, -1.5664)
H (3.6192, -5.4333, -3.5197)
H (3.7918, -3.5952, -5.1623)
H (2.4645, -1.5513, -4.8692)
H (5.0135, 0.4208, -3.0891)
H (6.7409, -1.3121, -3.3510)
H (6.8142, -3.2301, -1.7945)
H (5.1526, -3.4245, 0.0185)
H (3.3912, -1.7023, 0.2766)
H (3.4907, 2.6886, -3.3201)
H (4.5577, 4.8924, -3.1744)
H (5.2188, 5.8096, -0.9781)
H (4.8437, 4.4946, 1.0809)
H (3.8125, 2.2618, 0.9477)
O (-0.1550, 1.8365, -0.1572)
Si (-0.4819, 3.4220, -0.3052)
C (0.7208, 4.3948, 0.7486)
C (1.3200, 3.7946, 1.8587)
C (2.2202, 4.4858, 2.6576)
C (2.5430, 5.8015, 2.3554)
C (1.9619, 6.4188, 1.2563)
C (1.0607, 5.7203, 0.4645)
C (-2.2714, 3.7881, 0.0793)
C (-2.7150, 5.1142, 0.0829)
C (-4.0450, 5.4268, 0.3174)
C (-4.9631, 4.4114, 0.5497)
C (-4.5452, 3.0895, 0.5434)
C (-3.2101, 2.7833, 0.3102)
C (-0.1880, 3.8126, -2.1156)
C (1.0612, 4.2284, -2.5860)
C (1.2970, 4.3949, -3.9448)
C (0.2867, 4.1365, -4.8611)
C (-0.9626, 3.7261, -4.4138)
C (-1.1963, 3.5751, -3.0547)
H (1.0809, 2.7651, 2.1055)
H (2.6659, 4.0020, 3.5180)
H (3.2408, 6.3468, 2.9781)
H (2.2084, 7.4456, 1.0180)
H (0.6243, 6.2170, -0.3956)
H (-2.0114, 5.9211, -0.0967)
H (-4.3670, 6.4601, 0.3192)
H (-6.0026, 4.6522, 0.7315)
H (-5.2625, 2.2964, 0.7161)
H (-2.8944, 1.7499, 0.2955)
H (1.8583, 4.4387, -1.8792)
H (2.2649, 4.7376, -4.2894)
H (0.4671, 4.2673, -5.9207)
H (-1.7563, 3.5330, -5.1246)
H (-2.1790, 3.2626, -2.7174)

Entry 4:
ORCA calculation (the ωB97M-V functional and the def2-TZVPD basis) on a molecular structure, C50H40BrClF4N2P3PbS2.

The charge is +1. As for the HOMO energy (alpha / beta): -9.786 / -10.564 eV. Its orbital gap (alpha / beta) is 5.412 / 6.235 eV. The calculation puts the relative energy (zero: lowest compared OMol25 entry of this formula, charge and spin) at 166.9 kJ/mol.

Positions of all 104 atoms, in Å:
Pb (1.5893, 0.6797, -0.7485)
S (3.4978, 0.3275, 1.1205)
P (1.9286, -0.0146, 2.3342)
C (0.4171, 0.3160, 1.4121)
P (0.0423, 2.0491, 1.6735)
S (1.4806, 3.1847, 0.8979)
C (-0.4976, 2.2246, 3.4011)
C (-1.3848, 1.2333, 3.8144)
C (-1.9457, 1.3019, 5.0736)
C (-1.6273, 2.3588, 5.9145)
C (-0.7480, 3.3441, 5.4958)
C (-0.1796, 3.2847, 4.2336)
C (-1.4998, 2.5347, 0.8474)
C (-2.2630, 1.7045, 0.0484)
C (-3.4444, 2.1836, -0.4941)
C (-3.8513, 3.4835, -0.2395)
C (-3.0698, 4.3225, 0.5413)
C (-1.8906, 3.8496, 1.0799)
C (1.9034, -1.7641, 2.7678)
C (3.1083, -2.3102, 3.1966)
C (3.1495, -3.6291, 3.6012)
C (1.9888, -4.3880, 3.5913)
C (0.7955, -3.8413, 3.1471)
C (0.7446, -2.5251, 2.7232)
C (2.1343, 0.8491, 3.9150)
C (1.5334, 0.3217, 5.0552)
C (1.6171, 1.0201, 6.2434)
C (2.2918, 2.2305, 6.2965)
C (2.8992, 2.7426, 5.1620)
C (2.8219, 2.0554, 3.9638)
H (-1.6267, 0.4212, 3.1392)
H (-2.6404, 0.5425, 5.3990)
H (-2.0728, 2.4114, 6.8975)
H (-0.5105, 4.1670, 6.1531)
H (0.5131, 4.0453, 3.8995)
H (-1.9260, 0.6886, -0.1203)
H (-4.0609, 1.5446, -1.1110)
H (-4.7804, 3.8459, -0.6530)
H (-3.3843, 5.3367, 0.7330)
H (-1.2581, 4.4869, 1.6845)
H (3.9963, -1.6909, 3.2053)
H (4.0807, -4.0641, 3.9276)
H (2.0188, -5.4136, 3.9284)
H (-0.1039, -4.4385, 3.1372)
H (-0.1793, -2.0818, 2.3734)
H (1.0158, -0.6285, 5.0090)
H (1.1582, 0.6185, 7.1343)
H (2.3441, 2.7704, 7.2300)
H (3.4336, 3.6780, 5.2074)
H (3.3001, 2.4405, 3.0726)
F (-5.3134, 1.3680, -5.2494)
C (-4.3802, 0.8519, -4.4586)
C (-4.5681, -0.3914, -3.8591)
F (-5.6766, -1.0868, -4.0979)
C (-3.5786, -0.9249, -3.0367)
F (-3.7804, -2.1416, -2.5285)
C (-2.3961, -0.2408, -2.7674)
P (-0.9528, -0.9582, -1.8404)
C (-0.5526, -2.0757, -3.2464)
C (-1.1983, -3.2814, -3.5019)
C (-0.8903, -3.9891, -4.6489)
C (0.0616, -3.5168, -5.5387)
C (0.7071, -2.3176, -5.2846)
C (0.3897, -1.5925, -4.1504)
C (-1.7169, -2.0795, -0.6236)
C (-2.8753, -1.7516, 0.0741)
C (-3.3730, -2.6139, 1.0326)
C (-2.7238, -3.8066, 1.3090)
C (-1.5563, -4.1265, 0.6354)
C (-1.0471, -3.2586, -0.3111)
C (-2.2322, 1.0016, -3.3780)
Br (-0.6391, 1.9889, -3.1414)
C (-3.1934, 1.5409, -4.2220)
F (-2.9724, 2.7139, -4.8134)
H (-1.9321, -3.6714, -2.8125)
H (-1.4035, -4.9152, -4.8492)
H (0.3018, -4.0887, -6.4227)
H (1.4516, -1.9423, -5.9711)
H (0.8658, -0.6401, -3.9553)
H (-3.4104, -0.8422, -0.1563)
H (-4.2824, -2.3524, 1.5526)
H (-3.1367, -4.4823, 2.0415)
H (-1.0424, -5.0531, 0.8383)
H (-0.1363, -3.5227, -0.8317)
N (3.3135, -2.3715, -0.6438)
N (2.2350, -1.7380, -1.3409)
H (3.8112, -3.0250, -1.2413)
H (3.9628, -1.6616, -0.3140)
H (1.4146, -2.3284, -1.1945)
H (2.4048, -1.6658, -2.3483)
Cl (3.8922, -0.6861, -4.0460)
C (3.1687, 0.8284, -4.4653)
C (2.7615, 1.0100, -5.7715)
C (2.1770, 2.2085, -6.1486)
C (1.9925, 3.2182, -5.2110)
C (2.3948, 3.0317, -3.9082)
C (3.0184, 1.8374, -3.4903)
C (3.4556, 1.6814, -2.1392)
H (2.9032, 0.2181, -6.4908)
H (1.8723, 2.3534, -7.1721)
H (1.5247, 4.1466, -5.5014)
H (2.2413, 3.8043, -3.1706)
H (3.5618, 2.5865, -1.5617)
H (4.2223, 0.9454, -1.9445)